An isolated molecule of C2H2N2OS. Source: the Open Molecules 2025 dataset; level of theory: wB97M-V/def2-TZVPD.

Molar mass: 102.118 g mol⁻¹
Relative energy (zero: lowest compared OMol25 entry of this formula, charge and spin): 297.3 kJ/mol
Electronic energy: -17965.895 eV

Element x y z (Å)
O (0.44308, -1.05354, 0.59968)
C (-1.22801, -0.07337, -0.71816)
C (1.17007, 0.09273, 0.71876)
H (2.09923, -0.05439, 1.27531)
N (-0.89948, -0.98840, 0.11510)
N (0.86863, 1.13433, 0.02150)
H (-2.28620, -0.22438, -0.73770)
S (-0.16732, 1.16702, -1.27449)



A cluster of 8 separate species, C8H32O8 in total. Source: the Open Molecules 2025 dataset; level of theory: wB97M-V/def2-TZVPD.

Molar mass: 256.336 g mol⁻¹
Relative energy (zero: lowest compared OMol25 entry of this formula, charge and spin): 508.1 kJ/mol
Electronic energy: -25189.533 eV

Element x y z (Å)
H (-23.57653, 0.37372, -13.60819)
H (-24.19106, 0.00517, -12.02562)
C (-24.13675, 1.43575, -8.76606)
C (-21.39113, 4.09301, -11.85239)
H (-19.57901, 3.43271, -12.51173)
H (-19.97816, 2.25888, -9.19582)
H (-25.15773, -0.05667, -5.61835)
H (-22.94818, 1.31142, -12.32568)
H (-24.99407, 3.07030, -3.88867)
C (-24.87452, -1.04117, -6.07078)
O (-20.19680, 3.88138, -8.03764)
H (-21.05415, 1.91562, -7.82475)
H (-21.14865, -0.45043, -7.27121)
H (-25.26298, 1.20336, -8.70922)
H (-23.05958, -0.76368, -5.82812)
O (-23.30231, 0.31754, -9.13442)
H (-22.10422, 3.66928, -11.09789)
C (-23.20657, 5.41011, -7.97037)
H (-23.95775, 2.28327, -9.53872)
C (-23.29142, 0.29254, -12.53257)
O (-21.02609, -2.46406, -7.43553)
H (-24.95537, -1.88523, -5.43932)
H (-23.24331, -0.35455, -8.44182)
H (-25.55486, -1.03966, -6.93851)
H (-26.13944, 2.04470, -4.81766)
H (-25.00430, 4.37724, -5.46774)
O (-25.29073, 3.53816, -5.88755)
O (-23.59739, -0.92721, -6.56573)
H (-22.88733, 5.01871, -7.01146)
H (-21.46207, 2.88494, -9.24045)
C (-25.21953, 2.58488, -4.88403)
H (-23.85190, 1.77899, -7.81702)
H (-20.66697, -0.96066, -8.90617)
H (-21.88397, 4.19107, -12.80745)
H (-23.67151, 4.52858, -8.44092)
H (-24.29012, 1.96279, -4.99104)
H (-21.21431, 5.13682, -11.58235)
H (-21.96138, -2.65608, -7.63712)
H (-19.56030, -0.95767, -7.65139)
H (-21.57436, 4.90825, -8.71444)
O (-22.39667, -0.70308, -12.27421)
O (-22.10990, 5.70127, -8.78010)
C (-20.65400, -1.18915, -7.87358)
H (-22.73890, -0.93006, -11.42798)
H (-19.25231, 3.69668, -7.84533)
H (-23.86658, 6.24063, -7.89626)
C (-20.65654, 2.66834, -8.56727)
O (-20.32596, 3.19898, -11.96713)



A cluster of 9 separate species, C24H65N3O13S9 in total. Source: the Open Molecules 2025 dataset; level of theory: wB97M-V/def2-TZVPD.

Molar mass: 892.395 g mol⁻¹
Electronic energy: -154540.307 eV

Element x y z (Å)
H (1.98268, -2.42348, -0.77731)
H (0.23255, 3.01855, -8.46623)
S (-3.06913, 5.29768, -7.72326)
H (3.68591, 3.39403, -3.19351)
H (0.93903, 4.55973, -1.05928)
H (0.62182, 5.38939, -2.57596)
S (4.68366, 9.71578, 2.07820)
H (-1.35001, 2.03582, -6.67902)
C (5.65452, 11.17507, 2.48023)
C (-4.93384, -9.69042, 3.57045)
H (-2.46803, -1.57050, -3.61307)
H (-2.83440, -5.60679, 9.94801)
H (5.23459, 9.03052, 4.30017)
O (-0.32270, -3.28864, 3.34843)
H (0.21780, 6.93321, -1.01752)
C (2.70230, 5.05994, -2.20019)
H (-4.22091, 4.29173, -9.55482)
H (-3.26159, -2.76032, -1.29827)
H (-3.53548, -7.75838, 2.00914)
H (1.52898, -5.49053, 5.44882)
C (5.44652, 8.64852, 3.30150)
C (1.68633, 6.62369, 0.29811)
O (-2.85304, 3.95228, -7.12751)
H (-3.68126, -6.31611, 3.03670)
S (-0.11911, -3.93692, 4.68202)
O (4.10733, -3.11151, 0.88379)
H (-2.22588, -4.98787, 4.84992)
C (1.29377, 5.36256, -1.71639)
H (-2.05858, -2.49247, -5.08152)
H (1.34010, -2.32172, 1.46832)
H (-0.19243, 6.49873, 1.06362)
H (4.27291, 3.08098, -0.86323)
H (-2.35113, -1.57627, -0.33502)
H (-3.45193, -9.35266, 9.21324)
H (5.36235, 11.95835, 1.78442)
H (-0.96388, -1.19379, -4.49635)
H (2.22581, -4.21488, 4.43427)
O (-4.20635, -4.30717, 1.00470)
H (-2.80893, -9.45054, 7.55456)
H (-0.98121, -5.93078, 5.68260)
C (-2.72517, -6.68855, 9.92226)
H (0.00331, -4.07227, -5.23516)
O (-5.04528, -7.64542, 5.23975)
O (3.09982, -0.77157, -0.98383)
H (1.03939, 6.36227, 2.16669)
S (-0.79076, -3.17401, -3.17617)
H (1.10091, -0.94793, -0.47130)
C (-2.96660, -2.36115, 2.30204)
C (-0.60505, 2.15431, -5.89531)
H (-5.06028, -10.42088, 4.36655)
H (0.10933, 1.33091, -5.87891)
C (2.20341, -1.69470, 1.19933)
H (-1.10109, 2.24495, -4.93184)
S (0.28980, 3.67865, -6.17143)
C (1.02458, 3.18509, -7.73596)
C (2.90096, 3.56157, -2.45758)
O (1.39996, 3.70867, -5.18008)
C (3.40605, -2.49752, 1.60802)
C (2.04727, -1.45618, -0.28494)
O (3.13527, 1.42109, -1.43566)
H (1.01246, -2.69826, -4.66287)
C (0.47307, -3.59987, -4.37296)
H (-1.98052, 6.45075, -9.50729)
H (-5.90621, -9.38084, 3.18854)
H (2.57154, 3.11556, -0.36364)
H (3.41888, 7.19998, -0.13377)
H (1.32336, -5.54756, 3.66936)
H (-3.45450, -7.14892, 10.58821)
H (5.00355, 7.66269, 3.17576)
C (1.38963, -4.90047, 4.54392)
H (2.89493, 5.62277, -3.11383)
N (1.20103, 6.68380, -1.04110)
H (2.75313, -2.49765, 3.37327)
H (-4.54573, 6.05434, -9.43924)
H (2.12110, -0.79810, 1.81455)
C (3.25182, 2.84303, -1.17483)
H (-1.06685, -5.95415, 3.88702)
O (5.16000, 9.25420, 0.75151)
H (1.97252, 3.14608, -2.85297)
C (-2.71647, -8.95150, 8.51660)
S (-2.95189, -3.50802, 0.92250)
C (-3.20300, -2.25581, -0.33594)
H (1.15184, -4.29961, -3.89072)
H (6.51983, 8.60509, 3.11851)
H (-1.77140, 4.67194, -9.62610)
C (-4.42628, 5.12483, -8.88314)
H (6.71294, 10.94551, 2.36026)
H (-3.91425, -1.82203, 2.30873)
H (5.43613, 11.48726, 3.50153)
H (1.61121, 2.27908, -7.58636)
H (-5.15418, -7.13649, 2.45987)
O (-0.16015, -2.41111, -2.06992)
C (-4.12473, -7.27443, 2.78673)
O (-1.92664, -6.69658, 7.41358)
N (2.86987, 6.88632, 0.66094)
H (-5.32344, 4.92433, -8.30218)
C (-1.65525, -1.98475, -4.20574)
C (-1.78711, 5.53137, -8.95545)
H (-1.70500, -9.06649, 8.90570)
N (0.74430, 6.15465, 1.22011)
H (-0.84263, 5.61363, -8.42187)
H (1.67200, 3.99632, -8.06312)
S (-4.09765, -8.26757, 4.27714)
H (3.41388, 5.38657, -1.43634)
O (3.62559, -2.49625, 2.95385)
H (-2.12190, -1.67958, 2.21129)
H (-2.85775, -2.94253, 3.21161)
H (-4.13326, -1.72345, -0.13599)
C (-1.20113, -5.35014, 4.78727)
O (5.21445, 0.39456, -0.57850)
H (-1.70967, -6.96908, 10.20151)
S (3.79835, 0.49005, -0.29868)
S (-3.05517, -7.21410, 8.23855)
H (-4.31963, -10.11148, 2.77496)